Density functional theory data (ωB97M-V with the def2-TZVPD basis set) for a molecular structure, C14H20Cl2F6O3W.

```
46
Properties=species:S:1:pos:R:3:mulliken_charge:R:1
C -0.6560 1.4920 -2.6850 -0.41
C -1.4970 0.3812 -2.2735 0.69
C -0.6491 -0.6972 -1.7899 0.54
C -2.9782 0.3343 -2.4867 -1.42
C 0.7063 -0.2973 -2.0602 0.34
C 0.7220 1.0566 -2.5979 1.28
C 1.9301 1.7229 -3.1439 -1.40
C -1.1365 2.8205 -3.1894 -1.62
C -1.0616 -1.9556 -1.0789 -1.43
C 1.9040 -1.1767 -1.8917 -1.50
W -0.1000 1.1874 -0.4900 1.16
Cl -2.2020 0.7465 0.5181 -0.52
Cl -0.1886 3.4963 -0.2331 -0.45
O 1.0410 0.5408 0.7821 -0.86
H -3.4618 1.3174 -2.3833 0.32
H -3.4578 -0.3617 -1.7863 0.33
H -3.2299 -0.0228 -3.4982 0.31
H -1.9867 -1.7802 -0.5090 0.34
H -0.3064 -2.2577 -0.3446 0.15
H -1.2199 -2.8058 -1.7350 0.32
H 1.8791 -1.6788 -0.9205 0.19
H 2.8103 -0.5650 -1.9283 0.40
H 2.0236 -1.9629 -2.6508 0.26
H 2.8014 1.2491 -2.6999 0.31
H 1.9879 2.8182 -2.8243 0.33
H 2.0138 1.5653 -4.2271 0.23
H -1.9893 3.1972 -2.6074 0.42
H -1.4651 2.7934 -4.2407 0.32
H -0.3436 3.5755 -3.1290 0.38
H 0.5876 -0.0659 1.7570 0.40
O 2.1617 3.6498 -1.6255 -0.89
H 2.5378 3.3892 -0.8110 0.11
C 1.6488 -1.3553 4.4904 -1.89
C 0.2531 -1.2381 3.8777 1.15
O 0.0699 -0.3712 2.8561 -0.65
C -0.1295 -2.6679 3.3205 0.58
F 0.0195 -3.7232 4.1935 -0.32
F -1.3871 -2.7175 2.8442 -0.25
F 0.6824 -2.9668 2.2603 -0.26
C -0.8544 -0.7689 5.0100 0.62
F -0.8434 -1.5665 6.1017 -0.30
F -0.5076 0.4731 5.4527 -0.26
F -2.1280 -0.7292 4.5121 -0.23
H 2.3476 -1.5578 3.6757 0.41
H 1.6985 -2.1249 5.2764 0.36
H 1.9531 -0.3917 4.9126 0.40
```

Properties
E_HOMO (alpha / beta): 0.30 / -0.35 eV
Net charge: -2
Frontier orbital gap (alpha / beta): 4.7 / 5.4 eV
E_LUMO (alpha / beta): 5.020 / 5.018 eV
2S+1: 3
Expectation value of S²: 2.0110
ΔE to the lowest compared entry with this formula, charge and spin: 56.2 kJ/mol